No. 1
137
Properties=species:S:1:pos:R:3:lowdin_charge:R:1 method="wB97M-V/def2-TZVPD" e_above_lowest_kcal_mol=0.00 e_lumo_ev="-2.36 / -2.78" charge=+1 homo_lumo_gap_ev="7.02 / 7.55" e_homo_ha="-0.345 / -0.380" s_squared=3.7641 spin_multiplicity=4
Re -0.6471 -0.5909 -0.7043 1.63
I -6.1451 -4.7784 -4.1159 0.90
C -4.8941 -3.3677 -3.2393 -0.75
C -4.8303 -2.0809 -3.7526 -0.22
C -4.0042 -1.1396 -3.1587 -0.61
I -3.7933 0.7178 -4.0677 1.08
C -3.2536 -1.4424 -2.0134 -0.41
O -2.5459 -0.5091 -1.3833 -0.32
C -3.2658 -2.7724 -1.5721 -0.18
C -2.2567 -3.1790 -0.5470 -0.11
N -0.8976 -2.7567 -1.0099 -0.14
C -0.5724 -3.1961 -2.3940 -0.08
C -0.3982 -2.0245 -3.3256 -0.22
C -0.3664 -2.1766 -4.7004 0.01
C -0.1254 -1.0701 -5.4955 -0.02
C 0.1011 0.1627 -4.9001 -0.05
C 0.0415 0.2519 -3.5289 -0.10
N -0.2152 -0.8185 -2.7625 -0.04
C -4.0855 -3.7189 -2.1719 -0.11
H -5.4105 -1.8116 -4.6248 0.08
H -2.2790 -4.2614 -0.4086 0.14
H -2.4179 -2.7037 0.4225 0.10
H -0.2027 -3.1443 -0.3801 0.06
H -1.3479 -3.8600 -2.7713 0.14
H 0.3631 -3.7539 -2.3713 0.12
H -0.5387 -3.1535 -5.1330 0.13
H -0.1117 -1.1682 -6.5733 0.12
H 0.3102 1.0466 -5.4842 0.12
H 0.1764 1.1908 -3.0079 0.11
H -4.0758 -4.7400 -1.8079 0.11
N -0.9449 1.0215 0.1968 -0.33
P -1.2487 2.4486 0.7939 0.62
N -2.4310 3.2792 -0.0151 -0.20
C -2.8423 4.5649 0.5755 -0.21
C -3.3513 5.5242 -0.4900 -0.18
C -4.4840 4.8826 -1.2815 -0.19
C -4.0134 3.5573 -1.8685 -0.23
C -3.4957 2.6239 -0.7836 -0.21
N -0.0141 3.5490 0.8226 -0.21
C 0.1850 4.5309 -0.2519 -0.19
C 1.2122 4.0609 -1.2726 -0.17
C 2.5315 3.7578 -0.5770 -0.18
C 2.3205 2.7572 0.5545 -0.19
C 1.2397 3.2258 1.5164 -0.19
N -1.7181 2.2865 2.3934 -0.18
C -3.0777 1.7198 2.5370 -0.22
C -3.3847 1.2825 3.9651 -0.16
C -3.0957 2.3995 4.9912 -0.17
C -2.5018 3.6350 4.3224 -0.18
C -1.3228 3.2550 3.4420 -0.20
H -1.9979 4.9988 1.1115 0.11
H -3.6435 4.3972 1.3084 0.11
H -2.5322 5.7843 -1.1682 0.11
H -3.6756 6.4483 -0.0076 0.12
H -4.8388 5.5530 -2.0655 0.11
H -5.3328 4.7013 -0.6119 0.12
H -3.2067 3.7407 -2.5886 0.11
H -4.8188 3.0604 -2.4097 0.06
H -3.1080 1.7011 -1.2051 0.05
H -4.3274 2.3621 -0.1123 0.12
H 0.5391 5.4547 0.2209 0.13
H -0.7687 4.7444 -0.7249 0.08
H 1.3414 4.8234 -2.0441 0.12
H 0.8219 3.1605 -1.7620 0.10
H 2.9326 4.6911 -0.1648 0.12
H 3.2701 3.3870 -1.2872 0.09
H 3.2464 2.6224 1.1190 0.11
H 2.0278 1.7849 0.1433 0.09
H 1.5740 4.1351 2.0307 0.13
H 1.0557 2.4791 2.2883 0.10
H -3.1717 0.8738 1.8513 0.10
H -3.8308 2.4491 2.2209 0.10
H -2.8209 0.3849 4.2184 0.08
H -4.4371 0.9947 3.9954 0.12
H -2.3849 2.0360 5.7380 0.11
H -4.0003 2.6684 5.5368 0.11
H -2.1556 4.3454 5.0748 0.12
H -3.2564 4.1570 3.7264 0.11
H -0.5395 2.8149 4.0718 0.11
H -0.8971 4.1448 2.9783 0.10
C -1.4175 -1.4508 2.7604 -0.18
N -1.1453 -1.6260 4.1833 -0.08
C -0.2219 -0.5672 4.6120 -0.16
N 1.0273 -0.5906 3.8523 -0.06
C 0.7070 -0.4238 2.4399 -0.19
N -0.1949 -1.4945 1.9375 -0.11
C 0.4759 -2.7837 2.1855 -0.19
N 0.7820 -2.9918 3.5943 -0.07
C -0.4671 -2.9152 4.3602 -0.16
C 1.6635 -1.8989 4.0315 -0.14
H -1.8866 -0.4850 2.5918 0.08
H -2.0966 -2.2452 2.4360 0.12
H -0.0039 -0.6988 5.6730 0.13
H -0.7032 0.4023 4.4662 0.10
H 1.6200 -0.4468 1.8543 0.10
H 0.1980 0.5233 2.2897 0.07
H 1.4079 -2.7994 1.6180 0.10
H -0.1782 -3.5967 1.8456 0.12
H -0.2430 -3.0564 5.4181 0.13
H -1.1350 -3.7166 4.0364 0.13
H 2.5874 -1.9300 3.4508 0.12
H 1.9037 -2.0415 5.0860 0.13
O 1.2995 -1.0215 -0.4447 -0.47
Si 2.7557 -1.6243 -0.8761 0.51
C 3.3453 -0.6909 -2.4004 -0.21
C 3.8613 0.6032 -2.2666 -0.08
C 4.2410 1.3541 -3.3706 -0.08
C 4.1230 0.8204 -4.6474 -0.08
C 3.6152 -0.4603 -4.8076 -0.09
C 3.2250 -1.1987 -3.6972 -0.12
C 3.9589 -1.4877 0.5613 -0.21
C 4.1981 -0.2638 1.1967 -0.11
C 5.0402 -0.1585 2.2924 -0.07
C 5.6739 -1.2917 2.7869 -0.08
C 5.4585 -2.5177 2.1764 -0.08
C 4.6117 -2.6124 1.0775 -0.08
C 2.8053 -3.4740 -1.2740 -0.24
C 3.8298 -3.9088 -2.1281 -0.10
C 4.0442 -5.2551 -2.3910 -0.06
C 3.2406 -6.2182 -1.7974 -0.07
C 2.2455 -5.8235 -0.9159 -0.07
C 2.0479 -4.4729 -0.6561 -0.13
H 3.9958 1.0310 -1.2790 0.08
H 4.6520 2.3474 -3.2340 0.10
H 4.4364 1.3960 -5.5098 0.11
H 3.5251 -0.8876 -5.7997 0.11
H 2.8264 -2.1954 -3.8528 0.09
H 3.6997 0.6253 0.8395 0.05
H 5.1993 0.8032 2.7652 0.11
H 6.3309 -1.2173 3.6443 0.11
H 5.9489 -3.4059 2.5554 0.11
H 4.4597 -3.5850 0.6236 0.10
H 4.4897 -3.1825 -2.5890 0.10
H 4.8467 -5.5524 -3.0547 0.11
H 3.4034 -7.2687 -2.0031 0.11
H 1.6370 -6.5658 -0.4141 0.11
H 1.3103 -4.2193 0.0972 0.07



No. 2
139
Properties=species:S:1:pos:R:3:lowdin_charge:R:1 method="wB97M-V/def2-TZVPD" e_lumo_ev=-1.45 smiles=COCc1nc2c(CCC(C)C)cc(P(C)C)c(P(C)O)c2nc1COC(F)(F)F.c1cc[nH]c1.c1cc[nH]c1.c1cc[nH]c1.c1cc[nH]c1.c1cc[nH]c1.c1cc[nH]c1.c1cc[nH]c1.c1cc[nH]c1 homo_lumo_gap_ev=6.15 e_homo_ha=-0.279
C -1.8077 -3.8191 5.3868 -0.11
O -2.8484 -2.8189 5.6712 -0.26
C -2.5128 -1.5283 5.0155 -0.15
C -2.2872 -1.6902 3.3659 -0.09
N -0.9485 -1.2502 2.8422 0.11
C -0.9408 -1.5248 1.3636 -0.09
C 0.4658 -1.1123 0.5577 -0.07
C 1.7188 -0.3955 1.4017 -0.19
C 1.3851 1.2102 1.4215 -0.20
C 1.3145 1.9160 -0.0637 -0.37
C 2.7820 1.7212 -0.7964 -0.11
C 0.9793 3.5370 0.0397 -0.11
C 0.7171 -1.3372 -1.0466 -0.03
C -0.4968 -2.0274 -1.9100 -0.33
P -0.1383 -2.3248 -3.7903 0.82
C 1.5835 -1.5649 -4.2435 -0.35
C 0.0903 -4.2484 -3.9020 -0.33
C -1.9380 -2.4558 -1.1768 -0.29
P -3.2420 -3.2562 -2.3164 0.85
C -3.6226 -2.0031 -3.7591 -0.33
O -4.7854 -3.4801 -1.5453 -0.40
C -2.1268 -2.1709 0.4543 -0.13
N -3.4546 -2.5410 1.0505 0.09
C -3.5417 -2.3025 2.5300 -0.07
C -4.9843 -2.6968 3.2651 -0.10
O -5.5777 -1.5890 4.0297 -0.04
C -6.4937 -0.7727 3.2180 -0.23
F -5.8083 -0.0155 2.1125 0.02
F -7.0180 0.3000 4.1441 0.02
F -7.7128 -1.5043 2.7473 0.03
H -1.6120 -4.5514 6.2852 0.10
H -2.1226 -4.3826 4.4051 0.10
H -0.7934 -3.2634 5.1785 0.10
H -1.4883 -1.1807 5.5195 0.13
H -3.2904 -0.6760 5.2105 0.14
H 1.7327 -0.9137 2.4530 0.10
H 2.7493 -0.6609 0.8625 0.11
H 2.1412 1.7426 2.1660 0.12
H 0.2977 1.3190 1.9002 0.12
H 0.4578 1.4489 -0.7455 0.13
H 2.6201 1.1602 -1.8180 0.06
H 3.5434 1.1676 -0.0791 0.08
H 3.2382 2.8076 -0.9595 0.08
H 1.4714 4.1691 -0.8231 0.07
H -0.1933 3.7097 -0.0534 0.08
H 1.3416 3.9984 1.0721 0.07
H 1.7537 -1.0211 -1.5019 0.08
H 2.4674 -2.0782 -3.6488 0.05
H 1.7896 -1.7197 -5.3946 0.06
H 1.6105 -0.3959 -4.0609 0.03
H -0.6332 -4.7482 -4.6945 0.05
H -0.0623 -4.7759 -2.8502 0.04
H 1.1913 -4.5100 -4.2468 0.05
H -3.0377 -1.0225 -3.5007 0.03
H -4.7919 -1.8704 -3.8085 0.05
H -3.1985 -2.5315 -4.7393 0.04
H -5.3474 -2.6502 -1.5489 0.06
H -5.7287 -3.0909 2.4191 0.15
H -4.7385 -3.6508 3.9261 0.15
N 0.4234 4.0208 -4.2852 0.00
C 1.0585 2.8638 -4.6549 -0.15
C 2.2820 3.2019 -5.1887 -0.12
C 2.3910 4.6119 -5.1338 -0.13
C 1.2306 5.0916 -4.5687 -0.15
H -0.4966 4.0757 -3.8678 0.14
H 0.5861 1.9018 -4.5082 0.10
H 3.0171 2.5078 -5.5749 0.10
H 3.2263 5.2127 -5.4695 0.10
H 0.9105 6.1007 -4.3459 0.11
N 0.4203 -6.3716 1.0342 0.00
C 1.0037 -7.6010 0.8709 -0.15
C 0.5527 -8.1317 -0.3170 -0.12
C -0.3291 -7.1864 -0.8933 -0.12
C -0.3901 -6.1080 -0.0393 -0.14
H 0.5658 -5.7548 1.8230 0.15
H 1.6867 -7.9927 1.6128 0.10
H 0.8298 -9.0950 -0.7251 0.09
H -0.8618 -7.2818 -1.8306 0.09
H -0.9403 -5.1787 -0.1029 0.09
N -3.4216 5.3754 -1.0540 -0.01
C -3.2278 5.8494 0.2173 -0.15
C -3.6292 4.8730 1.1014 -0.12
C -4.0753 3.7690 0.3363 -0.11
C -3.9332 4.1054 -0.9913 -0.15
H -3.2180 5.8830 -1.9053 0.14
H -2.8234 6.8389 0.3836 0.10
H -3.6024 4.9473 2.1808 0.09
H -4.4583 2.8295 0.7132 0.09
H -4.1531 3.5518 -1.8944 0.10
N 2.1612 3.1300 5.1787 0.00
C 3.3535 3.5715 5.6907 -0.17
C 3.6337 4.7944 5.1229 -0.11
C 2.5701 5.1039 4.2419 -0.11
C 1.6735 4.0603 4.2983 -0.15
H 1.7112 2.2550 5.4144 0.14
H 3.8997 2.9787 6.4121 0.11
H 4.5090 5.3988 5.3227 0.09
H 2.4687 5.9926 3.6325 0.09
H 0.7334 3.9000 3.7875 0.11
N 0.3853 3.6443 -8.9923 0.01
C 1.0104 3.5391 -10.2075 -0.14
C 2.2048 4.2204 -10.1321 -0.12
C 2.3062 4.7500 -8.8235 -0.11
C 1.1705 4.3766 -8.1404 -0.14
H -0.5142 3.2435 -8.7602 0.15
H 0.5524 2.9914 -11.0201 0.10
H 2.9257 4.3235 -10.9327 0.07
H 3.1204 5.3398 -8.4225 0.09
H 0.8542 4.5700 -7.1240 0.08
N 2.0807 3.1378 8.8463 0.00
C 2.2745 3.6118 10.1177 -0.14
C 1.8730 2.6354 11.0017 -0.12
C 1.4269 1.5314 10.2366 -0.12
C 1.5690 1.8678 8.9090 -0.15
H 2.2843 3.6453 7.9951 0.11
H 2.6789 4.6013 10.2839 0.11
H 1.8998 2.7097 12.0811 0.09
H 1.0439 0.5918 10.6135 0.09
H 1.3491 1.3141 8.0060 0.10
N -0.8048 -7.5295 10.2486 0.00
C -0.9451 -8.0092 8.9724 -0.14
C -1.8469 -7.2050 8.3121 -0.13
C -2.2607 -6.2014 9.2203 -0.12
C -1.5994 -6.4240 10.4073 -0.14
H -0.2077 -7.9282 10.9615 0.15
H -0.3938 -8.8804 8.6447 0.10
H -2.1709 -7.3272 7.2867 0.09
H -2.9647 -5.4019 9.0288 0.09
H -1.6271 -5.8925 11.3492 0.11
N 4.5744 2.7199 -12.7037 -0.01
C 3.7610 1.8507 -13.3829 -0.15
C 3.9399 0.5944 -12.8483 -0.12
C 4.8904 0.7111 -11.8060 -0.12
C 5.2631 2.0348 -11.7367 -0.15
H 4.6535 3.7119 -12.8867 0.14
H 3.1274 2.1994 -14.1874 0.10
H 3.4390 -0.3084 -13.1730 0.09
H 5.2623 -0.0846 -11.1736 0.09
H 5.9586 2.5463 -11.0847 0.11



No. 3
132
Properties=species:S:1:pos:R:3:lowdin_charge:R:1 method="wB97M-V/def2-TZVPD" e_lumo_ev=0.09 smiles=Fc1ccccc1.Fc1ccccc1.Fc1ccccc1.Fc1ccccc1.CCCC#N.CCCC#N.CCCC#N.CCCC#N.CCCC#N.CCCC#N.CCCC#N homo_lumo_gap_ev=9.23 e_homo_ha=-0.336
C 5.1230 6.4872 0.1600 -0.10
C 3.6513 6.7100 0.5993 -0.25
C 3.3175 6.0784 1.9470 -0.19
C 4.1185 6.5762 3.0520 -0.25
N 4.6846 7.0147 3.9565 0.14
H 5.3684 5.4574 -0.0996 0.07
H 5.7929 6.7043 0.9920 0.07
H 5.3228 6.9863 -0.7882 0.07
H 3.0010 6.3730 -0.2079 0.10
H 3.4325 7.7775 0.5759 0.11
H 3.4911 5.0023 1.9425 0.12
H 2.3101 6.3377 2.2727 0.12
C -7.4938 5.9291 5.1796 -0.11
C -7.1251 7.0264 4.1445 -0.23
C -6.4507 6.4040 2.8635 -0.18
C -5.2471 5.6260 3.1813 -0.25
N -4.2691 5.0472 3.3957 0.13
H -8.2942 6.2073 5.8651 0.07
H -6.6388 5.5167 5.7152 0.07
H -7.9157 5.1627 4.5295 0.07
H -6.5201 7.7933 4.6281 0.10
H -8.0326 7.5371 3.8224 0.10
H -6.1978 7.2196 2.1860 0.11
H -7.0576 5.7204 2.2699 0.11
C -7.5951 -1.4515 5.4401 -0.11
C -6.7015 -1.1278 4.2657 -0.26
C -5.3070 -0.7860 4.6919 -0.23
C -4.6375 -1.6516 5.5947 -0.25
N -3.9942 -2.3229 6.2983 0.15
H -7.9334 -0.5542 5.9582 0.08
H -7.1767 -2.1428 6.1716 0.08
H -8.5572 -1.7855 5.0515 0.07
H -6.9930 -0.2445 3.6974 0.11
H -6.7863 -1.9400 3.5438 0.11
H -5.1943 0.1771 5.1897 0.13
H -4.6842 -0.7242 3.7996 0.13
C -5.8083 -7.8153 -4.3341 -0.10
C -4.7757 -6.8629 -3.7307 -0.28
C -5.0492 -5.3748 -3.8945 -0.20
C -5.1150 -4.9665 -5.2840 -0.23
N -5.2606 -4.6524 -6.4116 0.14
H -6.8148 -7.5660 -3.9982 0.07
H -5.5526 -8.8496 -4.1040 0.07
H -5.7897 -7.6513 -5.4115 0.07
H -3.8070 -7.1043 -4.1682 0.11
H -4.5479 -7.0629 -2.6837 0.11
H -4.2645 -4.8660 -3.3345 0.12
H -6.0371 -5.1736 -3.4802 0.12
C 0.9708 -1.9729 1.5499 -0.10
C 0.1219 -1.5874 0.2685 -0.23
C 0.3289 -0.1931 -0.2791 -0.21
C 1.6810 0.1101 -0.5764 -0.26
N 2.7561 0.3755 -0.8765 0.15
H 0.6338 -2.9820 1.7867 0.06
H 0.8569 -1.3540 2.4399 0.07
H 2.0419 -2.0478 1.3620 0.07
H -0.9020 -1.6249 0.6403 0.10
H 0.3288 -2.4390 -0.3797 0.11
H -0.1476 0.5941 0.3052 0.13
H -0.1415 -0.1325 -1.2605 0.12
C -0.6843 -0.9865 -11.8422 -0.11
C -1.9762 -1.2838 -11.0486 -0.22
C -2.0187 -0.3370 -9.8075 -0.19
C -1.3002 -0.8325 -8.6541 -0.27
N -0.7084 -1.1848 -7.7409 0.14
H -0.6265 -1.5961 -12.7439 0.06
H 0.2272 -1.1970 -11.2828 0.08
H -0.6628 -0.0016 -12.3085 0.07
H -2.1503 -2.3476 -10.8865 0.11
H -2.8272 -0.9524 -11.6436 0.10
H -3.0180 -0.1203 -9.4301 0.12
H -1.4973 0.6115 -9.9371 0.12
C -5.3358 3.0511 -4.2463 -0.11
C -6.5436 2.0755 -4.2273 -0.24
C -7.9220 2.6904 -4.6268 -0.17
C -8.0730 4.0522 -4.0580 -0.24
N -8.1520 5.0987 -3.5886 0.14
H -4.4486 2.4494 -4.0489 0.07
H -5.3710 3.8191 -3.4736 0.07
H -5.2615 3.5332 -5.2211 0.07
H -6.5650 1.6686 -3.2163 0.10
H -6.3438 1.2465 -4.9063 0.10
H -8.7738 2.0676 -4.3535 0.11
H -7.9852 2.8050 -5.7089 0.11
F 7.0494 2.2674 4.0576 0.04
C 7.0385 2.2400 5.4280 -0.26
C 5.8957 1.6544 6.0048 0.00
C 5.8214 1.4991 7.4143 -0.08
C 6.9048 1.8212 8.1917 -0.11
C 8.0096 2.4075 7.5852 -0.09
C 8.0568 2.6663 6.2259 -0.03
H 5.1100 1.2526 5.3822 0.11
H 4.9256 1.1275 7.8895 0.10
H 6.9376 1.7558 9.2692 0.10
H 8.8718 2.6716 8.1796 0.10
H 8.8651 3.2396 5.7965 0.12
F 2.5518 7.3971 -6.6560 0.04
C 2.8769 6.3300 -7.4523 -0.27
C 3.1206 5.0928 -6.9465 -0.02
C 3.4466 4.0156 -7.7979 -0.06
C 3.6201 4.2708 -9.1628 -0.10
C 3.3261 5.5147 -9.6630 -0.10
C 3.0212 6.5706 -8.8249 -0.02
H 2.9540 4.9316 -5.8916 0.12
H 3.3806 2.9834 -7.4873 0.10
H 3.8657 3.4827 -9.8592 0.10
H 3.5188 5.7937 -10.6884 0.10
H 2.9615 7.6037 -9.1342 0.11
F 3.0661 -8.7596 0.7216 0.05
C 4.4055 -8.8934 0.8540 -0.29
C 5.1174 -9.6904 -0.0377 -0.02
C 6.4969 -9.8539 0.1175 -0.09
C 7.1839 -9.1932 1.1330 -0.10
C 6.4781 -8.3526 2.0036 -0.07
C 5.0667 -8.2335 1.8737 -0.01
H 4.5501 -10.2572 -0.7611 0.11
H 6.9933 -10.5789 -0.5105 0.10
H 8.2495 -9.3358 1.2353 0.10
H 7.0603 -7.8622 2.7697 0.10
H 4.5320 -7.6125 2.5771 0.11
F 5.1953 -4.3142 11.7524 0.05
C 5.4769 -4.3486 10.4348 -0.27
C 4.4179 -4.4867 9.5160 -0.01
C 4.6701 -4.3870 8.1632 -0.12
C 5.9169 -4.2601 7.6803 -0.11
C 6.9789 -4.1544 8.5695 -0.07
C 6.7774 -4.1562 9.9757 -0.01
H 3.4089 -4.5752 9.8907 0.11
H 3.7929 -4.4948 7.5426 0.11
H 5.9579 -4.0292 6.6261 0.11
H 8.0119 -4.0213 8.2840 0.10
H 7.5665 -4.0093 10.6982 0.11



Number 1: electronic energy -109521.7468 eV. Number 2: electronic energy -102797.2632 eV. Number 3: electronic energy -76339.1995 eV.